No. 1
C21H9Cl5N3O8RuS2 | the ωB97M-V functional and the def2-TZVPD basis

Geometry as ORCA input:
```
! RIJCOSX wB97M-V def2-TZVPD def2/J DEFGRID3
* xyz -2 2
Ru -0.519 -0.056 0.528
Cl 1.583 2.517 -0.114
C 0.038 2.937 0.560
C -0.891 1.936 0.877
C -2.062 2.398 1.493
Cl -3.252 1.277 2.070
C -2.336 3.752 1.691
Cl -3.819 4.268 2.420
C -1.410 4.710 1.303
Cl -1.741 6.395 1.523
C -0.207 4.296 0.745
Cl 0.961 5.489 0.286
O 0.100 -4.544 0.401
S -0.260 -3.329 1.097
O 0.052 -2.139 0.279
O -1.560 -3.311 1.715
C 0.915 -3.252 2.477
C 1.506 -4.466 2.810
C 2.386 -4.577 3.875
C 2.693 -3.461 4.633
C 2.115 -2.243 4.316
C 1.233 -2.127 3.246
S 0.632 -0.462 2.960
O 1.286 0.033 1.720
O 0.958 0.274 4.145
O -0.811 -0.532 2.632
H 1.259 -5.323 2.199
H 2.830 -5.538 4.106
H 3.378 -3.530 5.469
H 2.334 -1.358 4.895
O 0.200 0.167 -1.294
C -0.207 0.998 -2.207
O -1.069 1.849 -2.107
C 0.560 0.839 -3.504
C 1.521 -0.154 -3.663
C 2.206 -0.272 -4.865
C 1.937 0.601 -5.910
C 0.976 1.593 -5.753
C 0.290 1.708 -4.554
H 1.712 -0.826 -2.837
H 2.951 -1.050 -4.986
H 2.473 0.507 -6.848
H 0.761 2.274 -6.568
H -0.468 2.466 -4.401
N -5.905 0.772 -2.581
C -5.193 0.098 -1.960
N -4.497 -0.774 -1.259
C -3.330 -0.510 -0.788
N -2.309 -0.321 -0.273
*
```

The energy relative to the best compared isomer or geometry (same formula, charge and spin) comes out at 0.0 kcal per mole. As for the total energy: -4764.24780 Ha.

And the Löwdin charges, in e, turn out to be: number 1, Ru, carries 1.316; number 2, Cl, carries 0.727; number 3, C, carries -0.653; number 4, C, carries -0.275; number 5, C, carries -0.655; number 6, Cl, carries 0.700; number 7, C, carries -0.706; number 8, Cl, carries 0.631; number 9, C, carries -0.716; number 10, Cl, carries 0.622; number 11, C, carries -0.705; number 12, Cl, carries 0.627; number 13, O, carries -0.334; number 14, S, carries 0.461; number 15, O, carries -0.423; number 16, O, carries -0.305; number 17, C, carries -0.198; number 18, C, carries -0.064; number 19, C, carries -0.087; number 20, C, carries -0.092; number 21, C, carries -0.069; number 22, C, carries -0.214; number 23, S, carries 0.520; number 24, O, carries -0.415; number 25, O, carries -0.287; number 26, O, carries -0.417; number 27, H, carries 0.103; number 28, H, carries 0.096; number 29, H, carries 0.095; number 30, H, carries 0.102; number 31, O, carries -0.226; number 32, C, carries -0.613; number 33, O, carries 0.055; number 34, C, carries -0.122; number 35, C, carries -0.017; number 36, C, carries -0.096; number 37, C, carries -0.119; number 38, C, carries -0.100; number 39, C, carries -0.023; number 40, H, carries 0.117; number 41, H, carries 0.092; number 42, H, carries 0.087; number 43, H, carries 0.091; number 44, H, carries 0.114; number 45, N, carries 0.044; number 46, C, carries -0.442; number 47, N, carries 0.055; number 48, C, carries -0.306; number 49, N, carries 0.025

***

No. 2
C22H10BrF5N2OOs | the ωB97M-V functional and the def2-TZVPD basis

Geometry as ORCA input:
```
! RIJCOSX wB97M-V def2-TZVPD def2/J DEFGRID3
* xyz 2 5
Os 0.206 -0.655 -1.500
Br 6.094 -1.100 3.113
C 4.833 -1.123 1.742
C 5.262 -1.113 0.400
C 4.334 -1.073 -0.594
C 2.933 -1.041 -0.307
O 2.123 -0.937 -1.284
C 2.499 -1.111 1.074
C 1.116 -1.117 1.501
N 0.097 -1.123 0.723
C -1.254 -1.125 1.119
C -1.706 -1.224 2.418
C -3.078 -1.240 2.704
C -4.001 -1.193 1.695
C -3.581 -1.121 0.348
C -4.482 -1.130 -0.738
C -4.006 -1.099 -2.023
C -2.632 -0.997 -2.231
N -1.755 -0.945 -1.231
C -2.202 -1.058 0.063
C 3.467 -1.139 2.059
H 6.318 -1.127 0.165
H 4.631 -1.051 -1.635
H 0.971 -1.126 2.581
H -1.006 -1.304 3.239
H -3.402 -1.305 3.733
H -5.061 -1.218 1.911
H -5.547 -1.176 -0.547
H -4.672 -1.131 -2.872
H -2.237 -0.916 -3.237
H 3.170 -1.177 3.100
F -2.174 1.648 -1.127
C -0.972 2.209 -1.272
C 0.159 1.423 -1.543
C 1.354 2.143 -1.713
F 2.477 1.499 -2.033
C 1.437 3.514 -1.588
F 2.592 4.132 -1.751
C 0.291 4.243 -1.289
F 0.353 5.542 -1.157
C -0.923 3.581 -1.142
F -2.022 4.262 -0.874
*
```

As for the total energy: -4192.42687 Ha.

And the Löwdin charges, in e, turn out to be: number 1, Os, carries 1.623; number 2, Br, carries 0.976; number 3, C, carries -0.616; number 4, C, carries -0.053; number 5, C, carries 0.073; number 6, C, carries -0.272; number 7, O, carries -0.176; number 8, C, carries -0.087; number 9, C, carries -0.018; number 10, N, carries 0.009; number 11, C, carries -0.185; number 12, C, carries 0.035; number 13, C, carries -0.016; number 14, C, carries 0.029; number 15, C, carries -0.122; number 16, C, carries 0.062; number 17, C, carries 0.006; number 18, C, carries -0.077; number 19, N, carries -0.137; number 20, C, carries -0.151; number 21, C, carries -0.023; number 22, H, carries 0.131; number 23, H, carries 0.150; number 24, H, carries 0.142; number 25, H, carries 0.122; number 26, H, carries 0.130; number 27, H, carries 0.138; number 28, H, carries 0.144; number 29, H, carries 0.133; number 30, H, carries 0.132; number 31, H, carries 0.129; number 32, F, carries 0.103; number 33, C, carries -0.218; number 34, C, carries -0.129; number 35, C, carries -0.232; number 36, F, carries 0.094; number 37, C, carries -0.137; number 38, F, carries 0.166; number 39, C, carries -0.109; number 40, F, carries 0.201; number 41, C, carries -0.137; number 42, F, carries 0.168

***

No. 3
C22H12B4Ba2Br6O32 | the ωB97M-V functional and the def2-TZVPD basis

Geometry as ORCA input:
```
! RIJCOSX wB97M-V def2-TZVPD def2/J DEFGRID3
* xyz 0 1
Ba 2.934 -0.961 4.683
Ba 2.026 -1.764 -6.018
O 4.820 1.272 1.245
C 5.549 1.345 0.224
O 5.216 1.641 -0.977
B 6.438 1.466 -1.781
O 7.483 0.976 -0.873
C 7.016 0.975 0.353
O 7.534 0.588 1.385
O 6.696 2.709 -2.540
C 6.422 2.518 -3.837
O 6.343 3.406 -4.683
C 5.991 0.979 -3.912
O 6.208 0.433 -2.773
O 5.654 0.336 -4.916
O -0.716 -2.921 2.230
C -1.426 -3.304 1.238
O -1.205 -4.319 0.395
B -2.115 -4.219 -0.793
O -3.332 -3.632 -0.188
C -2.901 -2.861 0.939
O -3.582 -2.184 1.590
O -2.370 -5.594 -1.333
C -1.898 -5.655 -2.525
O -1.683 -6.679 -3.177
C -1.399 -4.177 -2.878
O -1.653 -3.423 -1.944
O -1.029 -3.840 -4.013
O 0.084 1.495 4.028
C -0.271 1.815 2.916
O 0.388 1.467 1.843
B -0.326 1.993 0.680
O -1.578 2.589 1.192
C -1.542 2.657 2.494
O -2.265 3.274 3.240
O -0.662 0.947 -0.343
C -0.037 1.143 -1.449
O -0.171 0.496 -2.476
C 0.771 2.502 -1.297
O 0.469 3.010 -0.075
O 1.475 2.945 -2.174
O 1.998 -9.778 -1.883
C 2.680 -8.802 -1.657
O 2.098 -7.653 -1.285
B 3.188 -6.624 -1.299
O 4.456 -7.330 -1.717
C 4.258 -8.635 -1.704
O 5.076 -9.502 -2.098
O 3.249 -5.961 -0.020
C 3.316 -4.627 -0.110
O 3.586 -3.732 0.706
C 3.087 -4.261 -1.647
O 2.935 -5.507 -2.290
O 3.027 -3.187 -2.165
Br -0.725 7.452 -1.450
C -1.542 7.318 0.315
C -2.872 6.516 0.185
Br -4.229 7.710 -0.577
H -1.868 8.312 0.618
H -0.981 6.785 1.083
H -3.138 6.130 1.169
H -2.788 5.636 -0.453
Br -6.100 -2.262 -3.305
C -6.230 -0.348 -3.236
C -5.345 0.126 -2.115
Br -5.702 1.994 -1.830
H -7.301 -0.151 -3.180
H -5.944 0.123 -4.176
H -4.358 0.012 -2.562
H -5.462 -0.400 -1.167
Br -3.840 4.660 10.135
C -3.711 5.066 8.165
C -5.080 5.551 7.597
Br -6.374 4.070 7.760
H -3.362 4.172 7.647
H -2.771 5.618 8.142
H -5.036 5.726 6.522
H -5.548 6.343 8.181
*
```

As for the total energy: -18848.35170 Ha.

And the Löwdin charges, in e, turn out to be: number 1, Ba, carries 1.900; number 2, Ba, carries 1.891; number 3, O, carries 0.046; number 4, C, carries -0.379; number 5, O, carries 0.282; number 6, B, carries -0.880; number 7, O, carries 0.261; number 8, C, carries -0.386; number 9, O, carries 0.125; number 10, O, carries 0.228; number 11, C, carries -0.312; number 12, O, carries 0.123; number 13, C, carries -0.367; number 14, O, carries 0.265; number 15, O, carries 0.044; number 16, O, carries 0.025; number 17, C, carries -0.293; number 18, O, carries 0.210; number 19, B, carries -0.821; number 20, O, carries 0.172; number 21, C, carries -0.333; number 22, O, carries 0.196; number 23, O, carries 0.248; number 24, C, carries -0.372; number 25, O, carries 0.118; number 26, C, carries -0.428; number 27, O, carries 0.287; number 28, O, carries 0.032; number 29, O, carries 0.064; number 30, C, carries -0.375; number 31, O, carries 0.241; number 32, B, carries -0.827; number 33, O, carries 0.246; number 34, C, carries -0.372; number 35, O, carries 0.147; number 36, O, carries 0.236; number 37, C, carries -0.397; number 38, O, carries 0.088; number 39, C, carries -0.334; number 40, O, carries 0.205; number 41, O, carries 0.136; number 42, O, carries 0.136; number 43, C, carries -0.360; number 44, O, carries 0.206; number 45, B, carries -0.842; number 46, O, carries 0.198; number 47, C, carries -0.330; number 48, O, carries 0.086; number 49, O, carries 0.237; number 50, C, carries -0.307; number 51, O, carries 0.071; number 52, C, carries -0.318; number 53, O, carries 0.160; number 54, O, carries 0.105; number 55, Br, carries 0.601; number 56, C, carries -0.691; number 57, C, carries -0.690; number 58, Br, carries 0.589; number 59, H, carries 0.029; number 60, H, carries 0.062; number 61, H, carries 0.059; number 62, H, carries 0.045; number 63, Br, carries 0.655; number 64, C, carries -0.761; number 65, C, carries -0.737; number 66, Br, carries 0.637; number 67, H, carries 0.045; number 68, H, carries 0.058; number 69, H, carries 0.058; number 70, H, carries 0.057; number 71, Br, carries 0.513; number 72, C, carries -0.631; number 73, C, carries -0.630; number 74, Br, carries 0.566; number 75, H, carries 0.046; number 76, H, carries 0.040; number 77, H, carries 0.052; number 78, H, carries 0.044

***

No. 4
C22H12BBrCl3F4N3O7ScSe | the ωB97M-V functional and the def2-TZVPD basis

Geometry as ORCA input:
```
! RIJCOSX wB97M-V def2-TZVPD def2/J DEFGRID3
* xyz -1 1
Sc -0.158 0.040 0.040
Br 7.141 1.003 1.697
C 5.346 0.433 1.428
C 4.687 -0.276 2.435
C 3.396 -0.703 2.243
C 2.687 -0.412 1.059
O 1.454 -0.819 0.924
C 3.379 0.305 0.052
C 2.795 0.521 -1.249
N 1.550 0.420 -1.506
C 1.113 0.383 -2.848
C 1.563 1.161 -3.873
C 1.064 0.966 -5.181
C 0.143 -0.006 -5.441
C -0.356 -0.810 -4.388
C -1.328 -1.824 -4.558
C -1.776 -2.516 -3.474
C -1.292 -2.176 -2.195
N -0.383 -1.255 -2.002
C 0.109 -0.589 -3.085
C 4.710 0.702 0.248
H 5.200 -0.490 3.363
H 2.876 -1.261 3.011
H 3.495 0.717 -2.067
H 2.288 1.942 -3.680
H 1.418 1.603 -5.980
H -0.237 -0.155 -6.445
H -1.716 -2.025 -5.550
H -2.528 -3.287 -3.567
H -1.683 -2.650 -1.303
H 5.224 1.240 -0.540
Cl -5.539 -2.397 4.770
C -4.323 -2.072 3.558
C -4.030 -0.765 3.215
C -3.068 -0.528 2.255
Cl -2.670 1.099 1.810
C -2.366 -1.557 1.602
O -1.460 -1.322 0.692
C -2.705 -2.861 1.995
Cl -1.880 -4.188 1.229
C -3.665 -3.127 2.953
H -4.541 0.063 3.687
H -3.893 -4.149 3.221
O 0.089 3.763 2.643
Se 1.070 2.701 1.965
O 1.191 1.352 3.198
O 0.395 1.938 0.679
O 2.600 3.101 1.734
F -1.456 1.127 -1.180
B -2.470 1.431 -2.263
F -1.740 1.991 -3.297
F -3.009 0.205 -2.615
F -3.382 2.292 -1.705
O 0.258 -0.428 3.871
N 0.243 0.338 2.993
*
```

The energy relative to the best compared isomer or geometry (same formula, charge and spin) comes out at 0.0 kcal per mole. As for the total energy: -9078.02945 Ha.

And the Löwdin charges, in e, turn out to be: number 1, Sc, carries 1.024; number 2, Br, carries 0.693; number 3, C, carries -0.689; number 4, C, carries -0.108; number 5, C, carries -0.002; number 6, C, carries -0.341; number 7, O, carries -0.154; number 8, C, carries -0.134; number 9, C, carries -0.038; number 10, N, carries 0.059; number 11, C, carries -0.191; number 12, C, carries -0.001; number 13, C, carries -0.064; number 14, C, carries -0.028; number 15, C, carries -0.146; number 16, C, carries 0.003; number 17, C, carries -0.030; number 18, C, carries -0.088; number 19, N, carries 0.081; number 20, C, carries -0.159; number 21, C, carries -0.089; number 22, H, carries 0.102; number 23, H, carries 0.118; number 24, H, carries 0.139; number 25, H, carries 0.118; number 26, H, carries 0.103; number 27, H, carries 0.112; number 28, H, carries 0.119; number 29, H, carries 0.108; number 30, H, carries 0.092; number 31, H, carries 0.111; number 32, Cl, carries 0.628; number 33, C, carries -0.675; number 34, C, carries -0.130; number 35, C, carries -0.550; number 36, Cl, carries 0.813; number 37, C, carries -0.442; number 38, O, carries -0.220; number 39, C, carries -0.568; number 40, Cl, carries 0.699; number 41, C, carries -0.143; number 42, H, carries 0.106; number 43, H, carries 0.101; number 44, O, carries -0.406; number 45, Se, carries 0.958; number 46, O, carries -0.237; number 47, O, carries -0.485; number 48, O, carries -0.392; number 49, F, carries -0.027; number 50, B, carries -1.188; number 51, F, carries 0.153; number 52, F, carries 0.155; number 53, F, carries 0.158; number 54, O, carries 0.094; number 55, N, carries -0.122

***

No. 5
C22H12Cl2MnN3O6S | the ωB97M-V functional and the def2-TZVPD basis

Geometry as ORCA input:
```
! RIJCOSX wB97M-V def2-TZVPD def2/J DEFGRID3
* xyz -1 2
Mn -0.547 -0.135 0.767
O 3.066 -1.011 2.293
C 1.923 -1.016 1.866
O 1.006 -0.137 2.015
C 1.436 -2.215 1.071
C 2.041 -3.458 1.168
C 1.460 -4.525 0.505
C 0.306 -4.312 -0.236
C -0.216 -3.033 -0.302
N 0.344 -2.005 0.333
H 2.937 -3.547 1.766
H 1.896 -5.514 0.568
H -0.192 -5.122 -0.752
H -1.109 -2.811 -0.871
Cl -4.739 -2.926 0.911
C -4.566 -1.194 0.875
C -5.727 -0.401 0.784
C -5.650 0.956 0.726
Cl -7.113 1.905 0.566
C -4.388 1.604 0.784
C -4.177 2.999 0.711
C -2.910 3.501 0.785
C -1.826 2.615 0.955
N -2.001 1.318 1.026
C -3.250 0.794 0.911
C -3.293 -0.648 0.900
O -2.185 -1.307 0.899
H -6.692 -0.888 0.748
H -5.027 3.655 0.581
H -2.720 4.562 0.712
H -0.807 2.976 1.028
O 3.564 3.962 0.054
S 2.905 3.438 -1.112
O 2.906 4.242 -2.306
N 1.401 2.939 -0.756
C 1.275 1.635 -0.893
O 0.195 1.016 -0.695
C 2.527 0.934 -1.350
C 2.732 -0.409 -1.597
C 4.007 -0.816 -1.974
C 5.043 0.107 -2.104
C 4.828 1.460 -1.866
C 3.556 1.840 -1.494
H 1.917 -1.112 -1.488
H 4.203 -1.865 -2.160
H 6.030 -0.234 -2.392
H 5.628 2.182 -1.961
*
```

The energy relative to the best compared isomer or geometry (same formula, charge and spin) comes out at 12.1 kcal per mole. As for the total energy: -3931.02158 Ha.

And the Löwdin charges, in e, turn out to be: number 1, Mn, carries 0.777; number 2, O, carries 0.049; number 3, C, carries -0.602; number 4, O, carries -0.085; number 5, C, carries -0.176; number 6, C, carries 0.004; number 7, C, carries -0.063; number 8, C, carries -0.056; number 9, C, carries -0.103; number 10, N, carries 0.042; number 11, H, carries 0.118; number 12, H, carries 0.102; number 13, H, carries 0.100; number 14, H, carries 0.116; number 15, Cl, carries 0.661; number 16, C, carries -0.584; number 17, C, carries -0.139; number 18, C, carries -0.613; number 19, Cl, carries 0.646; number 20, C, carries -0.175; number 21, C, carries -0.022; number 22, C, carries -0.029; number 23, C, carries -0.075; number 24, N, carries 0.049; number 25, C, carries -0.124; number 26, C, carries -0.386; number 27, O, carries -0.140; number 28, H, carries 0.100; number 29, H, carries 0.090; number 30, H, carries 0.107; number 31, H, carries 0.118; number 32, O, carries -0.310; number 33, S, carries 0.615; number 34, O, carries -0.320; number 35, N, carries -0.021; number 36, C, carries -0.482; number 37, O, carries -0.091; number 38, C, carries -0.123; number 39, C, carries -0.002; number 40, C, carries -0.066; number 41, C, carries -0.078; number 42, C, carries -0.035; number 43, C, carries -0.218; number 44, H, carries 0.105; number 45, H, carries 0.100; number 46, H, carries 0.098; number 47, H, carries 0.117